45
Properties=species:S:1:pos:R:3:lowdin_charge:R:1 method="wB97M-V/def2-TZVPD" homo_ha=-0.2927 max_force_ha_per_bohr=0.010 charge=0 smiles="CCCCCCC[C@@]1(C)NC(=O)N(c2ccccc2)N1" orbital_gap_ha=0.319
C -6.55860 -0.34365 -0.09055 -0.1156
C -5.62731 -1.48486 -0.48254 -0.2721
C -4.19869 -1.30082 0.02973 -0.2317
C -3.46774 -0.12940 -0.62348 -0.2224
C -2.00249 -0.06940 -0.19439 -0.2254
C -1.27730 1.11917 -0.82402 -0.2037
C 0.24618 1.06640 -0.71030 -0.1250
C 0.85696 1.10295 0.70856 -0.5064
C 0.28122 2.21345 1.57711 -0.0044
N 0.79400 -0.18419 1.38222 0.1633
C 1.91688 -0.92899 1.11519 -0.4912
O 2.05789 -2.10724 1.33824 0.0785
N 2.83100 -0.05039 0.57337 0.0166
C 4.10647 -0.29614 0.07763 -0.1848
C 4.69562 -1.55383 0.19539 -0.0132
C 5.96708 -1.76259 -0.30287 -0.0855
C 6.66686 -0.73580 -0.91528 -0.1066
C 6.07930 0.51214 -1.03302 -0.0948
C 4.80773 0.73764 -0.54154 -0.0332
N 2.30454 1.26984 0.52886 0.0817
H -7.57587 -0.56209 -0.40730 0.0673
H -6.25287 0.58898 -0.55748 0.0625
H -6.55859 -0.20635 0.98877 0.0729
H -5.60940 -1.58117 -1.57050 0.1048
H -6.02357 -2.41814 -0.07561 0.1024
H -4.22146 -1.15650 1.11277 0.1130
H -3.63683 -2.21710 -0.16866 0.1114
H -3.95523 0.80926 -0.35431 0.1110
H -3.52077 -0.23379 -1.70963 0.1200
H -1.96659 0.00294 0.89538 0.1032
H -1.50579 -0.99626 -0.49157 0.1212
H -1.51689 1.14008 -1.89009 0.1150
H -1.65272 2.04882 -0.39310 0.1084
H 0.66743 1.91876 -1.24674 0.1178
H 0.61363 0.16045 -1.19863 0.1251
H -0.77545 2.04385 1.75756 0.0781
H 0.40955 3.17199 1.08206 0.0920
H 0.79143 2.23553 2.53819 0.0865
H -0.07656 -0.64917 1.56659 0.1315
H 4.15298 -2.35367 0.67029 0.0978
H 6.41603 -2.74034 -0.20848 0.1028
H 7.66110 -0.90753 -1.29945 0.0965
H 6.61335 1.31951 -1.51269 0.1005
H 4.34304 1.70547 -0.64469 0.0967
H 2.70040 1.80218 1.30904 0.1375